# C27H32N6

An isolated molecule of C27H32N6 at a distorted geometry (the ωB97M-V functional and the def2-TZVPD basis, the OMol25 dataset).

XYZ file:
```
65
C27H32N6, DFT the ωB97M-V functional and the def2-TZVPD basis
C 6.879 -0.298 6.817
C 6.332 -0.413 5.398
N 5.047 0.251 5.260
C 5.166 1.695 5.200
C 3.782 2.335 5.170
N 3.052 1.866 4.009
C 1.763 2.523 3.866
C 1.108 2.135 2.570
C -0.227 1.760 2.514
C -0.801 1.361 1.324
C -0.051 1.311 0.146
C -0.642 0.806 -1.077
C -1.790 0.064 -1.241
C -1.895 -0.256 -2.616
C -2.753 -0.997 -3.456
N -3.878 -1.574 -2.975
C -4.680 -2.527 -3.721
C -3.830 -3.756 -4.071
C -5.315 -1.890 -4.943
C -5.853 -2.681 -5.951
C -6.457 -2.110 -7.056
C -6.535 -0.734 -7.174
C -6.018 0.063 -6.169
C -5.423 -0.510 -5.059
N -2.462 -1.105 -4.752
C -1.386 -0.491 -5.218
N -0.507 0.236 -4.557
C -0.778 0.327 -3.254
N -0.042 0.960 -2.311
C 1.287 1.713 0.205
C 1.851 2.122 1.395
C 2.925 0.423 4.086
C 4.312 -0.207 4.097
H 7.172 0.721 7.053
H 7.751 -0.938 6.927
H 6.119 -0.614 7.527
H 6.178 -1.471 5.171
H 7.072 -0.019 4.678
H 5.700 2.047 6.085
H 5.726 2.012 4.301
H 3.886 3.421 5.105
H 3.252 2.087 6.107
H 1.944 3.604 3.870
H 1.087 2.292 4.711
H -0.824 1.772 3.416
H -1.842 1.080 1.304
H -2.465 -0.237 -0.464
H -3.986 -1.559 -1.975
H -5.490 -2.836 -3.045
H -4.448 -4.575 -4.423
H -3.292 -4.090 -3.185
H -3.112 -3.486 -4.839
H -5.809 -3.758 -5.880
H -6.868 -2.745 -7.828
H -6.999 -0.287 -8.040
H -6.078 1.138 -6.246
H -5.035 0.127 -4.280
H -1.206 -0.608 -6.279
H 0.796 1.481 -2.498
H 1.904 1.683 -0.681
H 2.890 2.412 1.436
H 2.368 0.069 3.215
H 2.385 0.116 4.999
H 4.215 -1.295 4.146
H 4.831 0.057 3.157
```

Output
E_HOMO (hartree): -0.27614
Total charge: 0
Orbital gap (eV): 8.01
Calculated total energy (a.u.): -1376.635229
2S+1: 1
SMILES: CCN1CCN(Cc2ccc(-c3cc4c(N[C@H](C)c5ccccc5)ncnc4[nH]3)cc2)CC1
ΔE to the lowest compared entry with this formula, charge and spin (kJ/mol): 14.5


# C27H33BaFN7S3Se

C27H33BaFN7S3Se as an isolated structure (the ωB97M-V functional and the def2-TZVPD basis, the OMol25 dataset).

XYZ file:
```
73
C27H33BaFN7S3Se, DFT the ωB97M-V functional and the def2-TZVPD basis
Ba 1.577 -2.114 -1.101
S 2.132 -5.299 -1.337
C 1.626 -5.150 0.274
N 1.218 -4.075 0.910
C 0.907 -4.328 2.232
C 0.487 -3.367 3.152
C 0.212 -3.752 4.452
C 0.351 -5.081 4.849
C 0.778 -6.045 3.948
C 1.056 -5.662 2.644
S 1.624 -6.600 1.292
H 0.394 -2.333 2.839
H -0.104 -3.010 5.174
H 0.136 -5.363 5.872
H 0.898 -7.075 4.257
C -5.805 -1.372 -0.162
C -4.905 -0.249 -0.680
C -5.363 1.073 -0.047
C -5.053 -0.173 -2.206
C -3.440 -0.484 -0.333
C -2.991 -1.600 0.360
C -1.632 -1.744 0.589
N -0.721 -0.855 0.215
C -1.134 0.237 -0.435
C -2.476 0.437 -0.730
C -0.091 1.230 -0.826
C -0.432 2.517 -1.218
C 0.551 3.434 -1.583
C 1.866 2.996 -1.523
C 2.128 1.696 -1.114
N 1.183 0.830 -0.770
C 0.154 4.838 -2.022
C -0.606 5.529 -0.880
C -0.749 4.740 -3.259
C 1.372 5.692 -2.377
H -6.840 -1.162 -0.436
H -5.756 -1.455 0.925
H -5.531 -2.334 -0.598
H -6.411 1.260 -0.287
H -4.777 1.917 -0.411
H -5.261 1.033 1.039
H -6.102 -0.025 -2.471
H -4.704 -1.097 -2.669
H -4.478 0.651 -2.628
H -3.663 -2.373 0.702
H -1.255 -2.629 1.093
H -2.776 1.301 -1.304
H -1.469 2.820 -1.228
H 2.700 3.629 -1.787
H 3.156 1.349 -1.068
H -1.512 4.985 -0.611
H -0.895 6.538 -1.181
H 0.023 5.602 0.009
H -1.661 4.180 -3.048
H -0.227 4.239 -4.075
H -1.036 5.739 -3.593
H 2.043 5.806 -1.524
H 1.042 6.687 -2.680
H 1.936 5.259 -3.205
N 3.050 -1.158 1.508
N 4.423 -0.903 1.400
C 5.320 -1.290 2.322
N 6.597 -1.006 2.008
S 4.882 -2.087 3.734
H 2.626 -0.423 2.071
H 2.962 -2.008 2.069
H 4.735 -0.423 0.553
H 6.813 -0.432 1.199
H 7.304 -1.223 2.684
Se 5.959 1.199 -0.815
C 6.558 0.229 -2.252
N 6.936 -0.382 -3.158
F 0.138 -1.528 -2.745
```

Output
E_HOMO (hartree): -0.19093
Total charge: -1
Orbital gap (eV): 7.00
Calculated total energy (a.u.): -5153.601075
2S+1: 1
ΔE to the lowest compared entry with this formula, charge and spin (kJ/mol): 8.9


# C27H33Cl5CuN5O2S

C27H33Cl5CuN5O2S as an isolated structure (the ωB97M-V functional and the def2-TZVPD basis, the OMol25 dataset).

XYZ file:
```
74
C27H33Cl5CuN5O2S, DFT the ωB97M-V functional and the def2-TZVPD basis
Cu -0.101 0.250 0.320
Cl 2.663 -4.310 -4.404
C 1.652 -3.435 -3.306
C 2.210 -2.648 -2.300
Cl 3.928 -2.558 -2.139
C 1.400 -1.939 -1.433
Cl 2.086 -0.975 -0.172
C -0.017 -1.948 -1.521
O -0.776 -1.261 -0.766
C -0.546 -2.793 -2.537
Cl -2.267 -2.877 -2.657
C 0.264 -3.502 -3.406
Cl -0.451 -4.480 -4.640
S -0.189 -2.013 3.441
C -1.114 -1.010 4.389
N -1.325 0.294 3.997
C -2.041 1.171 4.705
C -2.629 0.790 5.874
C -2.416 -0.554 6.240
N -1.711 -1.415 5.559
H -0.898 0.643 3.094
H -2.110 2.167 4.281
H -3.218 1.467 6.471
H -2.858 -0.931 7.160
C -1.166 0.309 -3.841
N -0.931 1.740 -3.727
C -0.801 2.429 -4.998
C -0.154 2.122 -2.645
O 0.427 1.297 -1.949
N -0.073 3.469 -2.400
C 0.785 3.881 -1.304
C -1.153 4.389 -2.705
H -1.976 0.149 -4.553
H -1.457 -0.097 -2.876
H -0.274 -0.227 -4.184
H -0.187 1.839 -5.688
H -0.321 3.395 -4.866
H -1.780 2.584 -5.459
H 1.670 3.251 -1.275
H 0.269 3.806 -0.343
H 1.083 4.920 -1.463
H -1.965 3.871 -3.207
H -0.809 5.211 -3.340
H -1.543 4.812 -1.773
C 2.297 2.906 1.622
C 1.357 3.298 2.767
C 1.372 2.211 3.847
C -0.031 3.686 2.283
C -0.413 5.016 2.374
C -1.655 5.464 1.947
C -2.539 4.529 1.426
C -2.221 3.184 1.296
C -3.275 2.263 0.695
C -3.613 1.033 1.538
C -2.950 1.851 -0.743
C -0.928 2.732 1.711
N -0.555 1.440 1.622
H 3.272 2.611 2.018
H 2.449 3.742 0.936
H 1.894 2.064 1.055
H 1.767 4.206 3.222
H 1.145 1.231 3.427
H 0.652 2.427 4.640
H 2.365 2.155 4.299
H 0.292 5.724 2.799
H -1.933 6.507 2.033
H -3.525 4.852 1.102
H -4.187 2.869 0.649
H -2.788 0.321 1.562
H -4.479 0.522 1.111
H -3.861 1.313 2.565
H -2.023 1.280 -0.789
H -2.851 2.730 -1.381
H -3.742 1.218 -1.150
```

Output
E_HOMO (alpha / beta) (hartree): -0.16739 / -0.15729
⟨S²⟩: 0.759
Total charge: -1
Orbital gap (alpha / beta) (eV): 7.01 / 6.74
Calculated total energy (a.u.): -5812.640829
2S+1: 2
ΔE to the lowest compared entry with this formula, charge and spin (kJ/mol): 81.9